Here is a structure of composition C34H47CuFNO2PS2 at a distorted geometry from OMol25. Energies are from ωB97M-V/def2-TZVPD.

Structure (XYZ):
```
89
Properties=species:S:1:pos:R:3:forces:R:3:lowdin_charge:R:1
C 3.20342 6.37092 -4.18435 0.088 -0.432 -0.094 0.1193
C 3.49366 5.89164 -3.12418 0.044 0.079 0.128 -0.1455
C 3.81016 5.22498 -1.85192 -0.495 -0.078 -0.646 -0.1966
C 2.52678 4.60595 -1.27343 0.266 0.357 0.042 -0.1745
C 2.72546 3.83028 0.05259 -1.026 -0.185 -0.086 -0.1075
C 2.32140 2.36648 -0.06033 0.525 0.012 0.106 -0.0918
C 3.33633 1.40896 -0.22636 -0.003 -0.065 0.018 -0.1393
C 4.81783 1.71162 -0.29334 -0.099 -0.472 -0.255 -0.1338
C 5.35839 1.89054 -1.74193 0.694 0.080 0.481 -0.2158
C 6.52273 0.92588 -2.09032 -0.258 0.331 -0.099 -0.0841
C 2.99782 0.05851 -0.32872 -0.178 0.462 0.025 -0.0328
C 1.67383 -0.30158 -0.26290 -0.275 -0.838 0.014 -0.4266
C 0.65887 0.62825 -0.08654 0.038 0.924 0.233 -0.2269
C 0.95330 1.99203 0.02858 0.296 0.159 0.008 -0.0799
C -0.06120 3.11175 0.28321 -0.374 -0.151 0.071 -0.2628
C -1.50275 2.89945 -0.21359 -0.022 0.207 0.294 -0.0666
C -0.09893 3.56953 1.78250 0.379 -0.189 -0.177 -0.1488
C 0.35765 2.55351 2.82966 -0.547 0.134 0.767 -0.2136
C -0.75458 1.55213 3.24083 0.485 0.313 -0.132 -0.0755
N -0.71466 0.12357 -0.06862 0.388 -0.997 -1.044 -0.1359
P -1.42155 -0.00309 -1.59739 0.427 0.274 0.302 1.1909
C -0.41813 0.76937 -2.89316 -0.540 0.043 -0.820 -0.3144
C -1.34318 1.06932 -4.10381 -0.138 -0.662 0.382 -0.1162
C -1.94190 -1.68174 -2.03190 -0.931 -0.232 -0.104 -0.3072
C -3.26517 -2.13015 -1.32766 0.888 -0.101 -0.053 -0.1004
C -0.92832 -1.01813 0.76486 -0.623 0.008 0.570 -0.2392
C -0.08215 -2.11642 0.74602 0.746 0.236 -0.501 -0.4180
C -0.28998 -3.22872 1.55558 -0.127 0.271 0.016 -0.0247
C -1.35771 -3.27844 2.44417 -0.073 -0.032 -0.167 -0.2003
C -1.48684 -4.50741 3.32564 -0.602 0.314 -0.269 -0.1191
C -2.70601 -5.38563 3.03251 0.523 -0.827 -0.048 -0.1992
C -2.75053 -6.04294 1.64821 -0.244 -0.437 0.005 -0.1245
C -4.19836 -6.33387 1.22440 -0.163 -0.121 0.633 -0.1744
O -4.33049 -6.46061 -0.18308 0.586 0.566 -0.174 -0.0075
C -4.91814 -5.41153 -0.80480 -0.347 0.160 -0.233 -0.3342
O -5.90410 -4.85540 -0.42772 0.121 0.190 0.421 0.1028
C -2.23638 -2.17555 2.45833 -0.365 -0.523 -0.063 -0.3808
S -3.63748 -1.99074 3.57792 -0.210 -0.064 0.400 0.9612
C -2.02087 -1.08742 1.61774 0.073 -0.136 0.284 -0.2839
F -2.91190 -0.10128 1.64222 -0.045 0.138 -0.252 0.0742
S 1.28988 -2.04539 -0.37287 -0.179 0.066 0.110 1.0931
H 3.00135 6.62787 -5.19731 -0.048 0.306 0.098 0.0300
H 4.27185 5.93170 -1.16345 0.082 -0.123 0.099 0.1272
H 4.49786 4.41918 -2.10849 0.240 0.129 0.298 0.0867
H 1.81592 5.42231 -1.12597 -0.012 -0.043 0.041 0.1168
H 2.09370 3.97140 -2.05064 0.016 -0.111 0.084 0.1152
H 3.72062 3.94024 0.47095 0.117 -0.035 -0.225 0.1137
H 2.05202 4.27341 0.77925 0.253 0.132 0.167 0.0876
H 5.31356 0.83327 0.12368 0.025 0.078 0.103 0.1037
H 5.11298 2.54128 0.34342 -0.118 0.083 -0.046 0.1112
H 4.55617 1.81347 -2.47474 -0.034 0.039 0.010 0.1087
H 5.78136 2.89272 -1.79806 -0.257 0.075 -0.178 0.0860
H 6.85412 0.35566 -1.22340 -0.082 -0.109 -0.035 0.0676
H 6.24115 0.24933 -2.89548 0.096 -0.142 0.085 0.0698
H 7.38614 1.49930 -2.42453 0.005 -0.094 -0.114 0.0736
H 3.76892 -0.69017 -0.45619 -0.012 -0.039 0.085 0.1260
H 0.29590 3.96896 -0.28413 0.049 -0.029 -0.055 0.1144
H -1.57648 2.75782 -1.29514 0.041 -0.106 -0.018 0.0586
H -2.02013 2.09926 0.31075 0.000 0.036 -0.064 0.0472
H -2.06148 3.80973 0.00903 0.038 0.044 -0.128 0.0953
H -1.11971 3.89386 1.99443 -0.001 -0.073 0.129 0.1171
H 0.50922 4.46633 1.90811 0.000 -0.001 -0.117 0.1069
H 1.28423 2.04574 2.56202 -0.044 0.027 -0.202 0.1040
H 0.58761 3.12798 3.72973 0.208 -0.009 -0.073 0.1105
H -1.57359 1.62710 2.52865 -0.090 -0.276 0.072 0.0488
H -1.13462 1.81497 4.22734 -0.154 0.000 -0.057 0.0798
H -0.38136 0.52869 3.31801 -0.072 -0.039 -0.154 0.0679
H 0.05249 1.68601 -2.54970 0.123 -0.126 0.260 0.0841
H 0.33190 0.04419 -3.22329 0.181 0.022 0.336 0.1108
H -1.82677 0.14243 -4.42255 0.007 0.079 -0.145 0.0628
H -0.75353 1.41751 -4.94656 -0.015 0.222 0.067 0.0907
H -2.14335 1.76121 -3.84689 0.171 0.231 -0.101 0.0787
H -2.14381 -1.64232 -3.10536 0.219 0.181 -0.023 0.0865
H -1.13575 -2.39993 -1.88742 0.184 0.179 0.088 0.0730
H -3.03247 -2.97881 -0.68315 -0.128 0.106 0.157 0.0613
H -3.98200 -2.46723 -2.07034 -0.158 0.163 0.061 0.0818
H -3.67254 -1.31819 -0.72908 -0.313 -0.133 -0.020 0.0635
H 0.42011 -4.04355 1.49853 -0.023 -0.026 0.094 0.1289
H -0.61923 -5.14152 3.15012 0.133 0.108 0.241 0.1324
H -1.51500 -4.21017 4.37550 0.208 -0.031 0.026 0.1310
H -2.71186 -6.18997 3.77161 -0.133 0.131 0.118 0.1386
H -3.65916 -4.83014 3.15819 0.554 -0.424 -0.808 -0.0090
H -2.23948 -7.00309 1.74108 0.206 0.106 -0.194 0.1338
H -2.23030 -5.47631 0.87397 -0.121 0.234 0.088 0.1205
H -4.84107 -5.53060 1.60752 -0.177 -0.025 -0.334 0.1019
H -4.55278 -7.25875 1.67940 0.010 -0.020 -0.049 0.1450
H -4.39464 -5.08207 -1.71124 0.071 -0.565 -0.142 0.1428
H -4.71774 -2.07550 2.75375 0.386 0.382 -0.339 -0.0540
Cu -4.67648 -4.02322 4.05199 -0.331 0.709 0.719 0.4815
```
Positions in Å, forces in eV/Å.

E_tot: -4406.3702 Ha
F_max: 1.49 eV/Å
E_LUMO (alpha / beta): -6.878 / -7.668 eV
Orbital gap (alpha / beta): 6.28 / 5.49 eV
Charge: +2
Spin multiplicity: 2